1.
{
  "formula": "C33H57N4OP2Sn",
  "method": "ωB97M-V with the def2-TZVPD basis set",
  "elements": ["H", "H", "H", "C", "H", "C", "H", "C", "H", "C", "C", "H", "H", "H", "C", "H", "H", "N", "H", "C", "H", "H", "H", "C", "N", "C", "H", "H", "H", "C", "H", "H", "H", "H", "C", "N", "P", "H", "O", "C", "H", "C", "H", "C", "C", "H", "C", "P", "H", "H", "H", "H", "H", "C", "H", "H", "Sn", "H", "H", "C", "C", "C", "H", "H", "H", "H", "H", "C", "H", "C", "H", "H", "C", "N", "C", "H", "H", "C", "H", "C", "H", "H", "C", "C", "H", "H", "C", "H", "H", "C", "C", "H", "H", "C", "H", "H", "C", "H"],
  "coordinates": [[-2.59, -3.68, 0.84], [0.02, 5.85, 0.92], [-3.30, 4.91, 0.06], [-2.77, 5.01, 1.01], [-0.44, 5.66, -0.80], [-0.55, -1.57, -1.78], [-1.55, -2.26, 3.40], [-2.21, 3.68, 1.52], [1.53, 2.38, -1.23], [-3.37, 2.68, 1.66], [-3.25, 1.35, -2.70], [3.82, 0.08, 4.44], [1.39, -3.08, 2.45], [1.62, 0.93, 5.10], [0.67, -0.79, -1.83], [-3.73, 2.21, -3.15], [0.97, -4.74, 1.98], [1.07, 0.01, -0.92], [-0.71, 4.60, 2.85], [2.22, 0.43, 3.14], [-4.37, -0.14, -3.81], [2.48, -3.20, -1.43], [-0.65, -2.21, -2.67], [-2.16, 0.59, 4.03], [1.96, 0.10, 1.88], [0.24, -5.71, -0.45], [-0.24, -1.31, 2.69], [3.31, -1.75, -2.22], [2.23, 4.01, -1.42], [3.05, -0.63, 1.43], [2.67, -4.96, -1.50], [2.54, -4.14, 0.08], [1.25, 5.96, -0.35], [-2.35, -4.30, 2.49], [0.21, -4.51, -2.52], [3.42, -0.04, 3.51], [-0.20, -2.89, -0.20], [0.28, -4.04, 3.45], [-2.51, -0.17, 4.82], [-1.54, 3.88, 2.89], [0.14, 0.46, -4.16], [3.05, -0.78, -2.67], [-1.86, -1.41, 1.89], [-2.34, 1.53, -1.66], [-3.60, 0.05, -3.07], [-1.60, -5.14, 1.11], [0.57, -3.81, 2.41], [-0.95, 2.95, 0.32], [-2.00, 5.79, 0.90], [3.10, -1.01, 0.41], [0.52, -5.84, 0.59], [2.57, 4.17, 0.97], [-3.51, 5.37, 1.75], [-1.91, 2.92, -1.25], [0.86, -5.28, -2.97], [3.75, -0.59, -3.51], [-0.19, 0.50, 0.74], [1.25, 4.04, 2.16], [-2.30, 4.29, 3.58], [0.33, 5.44, -0.05], [1.29, 3.45, -1.27], [-1.10, -1.97, 2.44], [-1.18, 2.93, 3.33], [0.74, -6.49, -1.04], [-3.07, 1.74, 2.15], [4.93, -1.22, 2.47], [1.34, 1.35, -3.19], [1.20, 0.50, -3.86], [-1.27, 3.39, -2.02], [-0.65, -3.23, 1.68], [0.30, 0.96, 3.87], [-0.85, -5.85, -0.58], [0.64, -4.35, -1.06], [-1.80, 0.45, -1.04], [-1.86, -4.15, 1.52], [0.39, -2.04, -4.51], [-2.79, 3.56, -1.18], [1.62, 3.66, 1.19], [1.81, 0.65, -4.76], [1.42, -1.92, -4.17], [0.33, -3.62, -3.12], [1.83, 2.58, 1.30], [-2.88, -1.02, -2.55], [2.17, -4.14, -0.96], [-3.03, -2.06, -2.85], [1.83, -2.87, -3.82], [3.97, -0.73, 2.44], [-3.83, 2.44, 0.69], [-4.15, 3.14, 2.29], [0.64, 3.93, 0.04], [1.59, -0.79, -3.15], [-0.83, -4.83, -2.61], [2.00, -1.68, -5.07], [-1.80, -0.73, -1.71], [0.65, 3.64, -2.15], [3.17, -0.01, -1.90], [1.36, 1.21, 4.07], [1.53, 2.29, 3.92]],
  "lowdin_charge": [0.09, 0.08, 0.08, -0.06, 0.10, -0.22, 0.10, -0.67, 0.05, -0.08, 0.02, 0.18, 0.08, 0.11, -0.39, 0.14, 0.07, -0.01, 0.08, -0.40, 0.14, 0.05, 0.09, 0.05, -0.05, -0.08, 0.02, 0.07, 0.12, -0.12, 0.12, 0.09, 0.11, 0.12, -0.08, 0.14, 1.39, 0.12, 0.11, -0.07, 0.10, -0.04, 0.05, -0.29, 0.02, 0.07, -0.05, 1.06, 0.07, 0.09, 0.07, 0.12, 0.12, -0.21, 0.12, 0.12, 1.24, 0.08, 0.11, -0.06, -0.09, -0.19, 0.04, 0.12, 0.02, 0.13, 0.06, -0.03, 0.11, -0.62, 0.02, 0.09, -0.66, -0.01, -0.08, 0.10, 0.10, -0.08, 0.11, -0.05, 0.01, 0.04, 0.02, -0.06, 0.14, 0.08, -0.02, 0.09, 0.12, -0.68, -0.51, 0.11, 0.12, -0.27, 0.08, 0.08, 0.01, 0.10],
  "e_tot_ev": -67535.51604,
  "e_homo_ev": [-16.495, -16.862],
  "charge": 3,
  "homo_lumo_gap_ev": [6.5, 6.1],
  "relative_energy_kcal_mol": 77.7,
  "multiplicity": 1
}



2.
{
  "formula": "C5H8O2",
  "method": "ωB97M-V with the def2-TZVPD basis set",
  "elements": ["H", "C", "C", "H", "H", "C", "H", "H", "O", "H", "C", "C", "H", "O", "H"],
  "coordinates": [[-1.94, -0.80, 1.17], [2.01, 0.39, 0.42], [0.81, -0.46, 0.78], [0.90, -0.30, -1.73], [-1.10, 1.58, 0.76], [-1.71, -0.50, 0.15], [0.47, -0.22, 1.79], [-1.54, 1.39, -1.01], [2.47, 0.43, -0.70], [1.12, -1.51, 0.76], [-1.22, 0.91, -0.10], [-0.30, -0.27, -0.24], [2.46, 1.01, 1.23], [0.03, -0.70, -1.53], [-2.35, -0.94, -0.61]],
  "lowdin_charge": [0.10, -0.21, -0.08, 0.08, 0.10, -0.07, 0.12, 0.11, 0.05, 0.14, -0.06, -0.55, 0.13, 0.02, 0.11],
  "e_tot_ev": -9408.38824,
  "e_homo_ev": -9.596,
  "homo_lumo_gap_ev": 10.4,
  "smiles": "O=CCC1(O)CC1",
  "relative_energy_kcal_mol": 33.3,
  "multiplicity": 1
}



3.
{
  "formula": "C32H50ClCrO2P",
  "method": "ωB97M-V with the def2-TZVPD basis set",
  "elements": ["C", "H", "H", "H", "H", "H", "H", "H", "C", "C", "Cl", "P", "H", "C", "H", "H", "H", "H", "H", "Cr", "H", "H", "H", "H", "H", "C", "C", "H", "H", "C", "H", "H", "H", "H", "C", "H", "H", "C", "H", "H", "C", "H", "C", "H", "O", "H", "C", "C", "H", "H", "H", "H", "C", "C", "C", "H", "H", "H", "O", "C", "C", "C", "C", "C", "C", "H", "C", "H", "C", "C", "C", "H", "H", "C", "H", "C", "H", "C", "H", "H", "H", "C", "C", "H", "H", "C", "H"],
  "coordinates": [[-1.91, -0.24, -1.98], [0.18, 4.31, -4.41], [0.54, 5.98, -2.56], [-5.04, -1.53, -4.00], [0.45, 2.77, 0.33], [2.32, -2.87, 4.97], [2.06, -0.17, 8.30], [1.12, 5.10, -0.27], [-3.71, 0.16, -3.70], [2.22, -1.63, 6.72], [1.71, 0.78, 1.65], [-0.32, 0.41, -1.22], [-4.37, 0.61, -2.95], [1.93, 0.52, 4.98], [1.83, 1.74, 6.74], [-0.21, -1.20, -3.76], [-3.73, -3.13, -2.56], [-2.64, 0.12, -1.24], [0.93, 0.09, -4.11], [-0.38, 0.13, 0.98], [-1.14, 4.27, -3.25], [4.49, -0.64, -2.23], [-0.38, 1.96, -3.85], [-1.59, 0.06, -4.10], [1.64, -2.06, -5.15], [-3.58, -2.05, -2.48], [0.47, 4.52, -0.95], [3.43, -1.97, -1.78], [-2.21, -2.69, 4.90], [-1.53, -2.10, 4.27], [0.96, -1.55, -1.53], [0.04, -0.17, 3.49], [3.98, -2.13, -4.19], [-2.37, -2.10, 2.27], [-0.31, -1.68, 0.82], [1.67, -2.83, -3.56], [-4.23, -1.70, -1.66], [-1.59, -2.63, 2.83], [-0.11, 2.26, 3.53], [2.56, 0.92, -2.36], [0.75, 4.91, -2.40], [1.73, 2.76, -0.88], [-2.25, 0.45, -3.31], [0.54, -2.21, 2.72], [0.43, -0.66, 1.94], [-2.09, 1.53, -3.24], [1.02, -0.58, -2.06], [0.80, -0.85, -3.56], [-0.25, -2.23, -0.13], [-1.87, -2.27, -1.16], [-1.25, 2.52, -1.53], [2.63, 0.16, -0.79], [3.49, -1.04, -2.38], [2.07, -0.34, 7.23], [-0.26, -2.54, 2.05], [-1.45, -2.17, -2.88], [3.43, -0.48, -4.46], [-1.88, -3.69, 2.85], [2.74, -2.02, 2.52], [1.96, -1.04, 2.95], [0.18, 2.56, -3.13], [3.26, -1.38, -3.86], [2.22, -1.86, 5.34], [-0.85, 0.31, 3.89], [-1.92, -0.61, 4.39], [1.24, 2.35, -3.29], [-0.07, 4.06, -3.38], [-3.40, -1.77, -4.61], [-0.20, 2.21, -1.68], [-2.12, -1.76, -2.10], [2.05, -0.79, 4.44], [2.32, -2.47, 7.41], [1.82, 1.37, 4.33], [1.82, -1.87, -4.08], [-2.16, -0.38, 5.44], [1.94, 0.74, 6.36], [-0.57, 4.78, -0.69], [-3.98, -1.34, -3.78], [-3.94, 0.64, -4.65], [0.02, -3.55, 1.72], [-0.52, -2.24, 4.68], [0.67, 3.02, -0.71], [2.45, -0.04, -1.85], [1.82, 4.77, -2.62], [-1.79, 2.16, 4.29], [-0.92, 1.64, 3.91], [-2.82, -0.44, 3.79]],
  "lowdin_charge": [-0.40, 0.10, 0.10, 0.10, 0.05, 0.11, 0.08, 0.11, -0.20, -0.10, 0.57, 1.01, 0.11, -0.07, 0.09, 0.06, 0.11, 0.10, 0.11, 0.28, 0.11, 0.11, 0.08, 0.10, 0.10, -0.20, -0.20, 0.12, 0.10, -0.20, 0.10, 0.04, 0.10, 0.10, -0.25, 0.12, 0.12, -0.18, 0.04, 0.10, -0.21, 0.11, -0.22, 0.06, -0.89, 0.08, -0.38, -0.21, 0.02, 0.09, 0.11, 0.07, -0.19, -0.12, -0.28, 0.10, 0.11, 0.09, -0.08, -0.36, -0.22, -0.21, -0.04, -0.21, -0.18, 0.10, -0.20, 0.11, -0.42, -0.19, -0.19, 0.09, 0.07, -0.20, 0.11, -0.09, 0.11, -0.21, 0.10, 0.11, 0.10, -0.23, -0.20, 0.11, 0.05, -0.02, 0.11],
  "e_tot_ev": -88310.78660,
  "e_homo_ev": [-1.849, -2.450],
  "s2": 4.00,
  "charge": -1,
  "homo_lumo_gap_ev": [4.3, 4.9],
  "multiplicity": 4
}



4.
{
  "formula": "C39H69As2FGeN3O3PdSSbSe",
  "method": "ωB97M-V with the def2-TZVPD basis set",
  "elements": ["H", "H", "C", "S", "C", "H", "C", "C", "H", "H", "H", "H", "H", "H", "N", "H", "N", "C", "H", "H", "H", "H", "As", "C", "O", "C", "H", "H", "H", "H", "H", "C", "C", "H", "C", "C", "H", "H", "C", "H", "H", "C", "H", "H", "H", "H", "C", "C", "H", "H", "H", "C", "H", "C", "H", "C", "C", "H", "O", "C", "H", "H", "C", "C", "H", "H", "C", "H", "H", "H", "H", "H", "H", "H", "C", "H", "H", "As", "H", "H", "H", "Sb", "H", "H", "H", "C", "C", "H", "H", "C", "C", "H", "C", "C", "H", "H", "O", "C", "C", "F", "C", "H", "C", "Se", "H", "C", "H", "H", "H", "N", "H", "C", "C", "H", "C", "Ge", "H", "Pd", "H", "H", "H", "C"],
  "coordinates": [[9.90, -0.28, 0.63], [0.07, -1.43, -2.79], [-7.74, -0.94, 3.07], [-1.97, 1.24, -2.36], [-2.47, 4.68, -0.44], [-1.99, 5.16, 2.83], [-6.54, -1.14, 2.38], [1.40, 0.22, 0.16], [-1.79, 4.82, -2.51], [2.19, 4.37, -1.69], [-6.63, 1.18, 5.47], [1.97, 4.37, 0.06], [-1.96, 5.60, -0.12], [-3.43, -2.68, -3.36], [6.96, 0.13, -1.02], [0.13, 5.28, 1.45], [9.67, -0.75, -1.44], [-0.02, -3.24, 1.08], [-3.07, 3.62, -2.25], [-3.39, 4.57, 0.13], [-2.79, -6.85, 1.35], [-1.42, 3.66, 3.58], [-2.13, -0.57, -3.58], [9.10, -0.59, -0.04], [0.53, -0.14, -0.69], [-2.69, 4.59, -1.94], [-3.14, -7.95, 0.02], [-5.41, -0.68, -0.80], [-2.69, -0.85, -5.97], [-3.42, 2.59, 2.16], [0.09, -5.20, -1.41], [1.44, 4.39, -0.90], [-1.11, 4.59, 3.11], [0.91, 5.34, -0.98], [3.77, 0.56, 0.84], [-5.33, 0.34, -0.46], [0.71, 3.78, 2.21], [8.74, -1.57, 0.28], [-5.41, 0.33, 3.92], [5.12, 0.55, 3.14], [-3.44, 5.34, -2.22], [4.29, 1.24, 3.21], [8.37, 1.44, -0.14], [5.24, 2.94, 2.23], [-4.37, 2.98, 0.69], [-0.47, -3.00, 2.04], [1.06, 0.69, 1.46], [-0.48, -1.52, -3.72], [-0.69, -2.56, -3.94], [3.91, 3.37, 3.32], [-2.68, -4.78, -3.20], [-3.19, -5.55, -2.61], [-6.52, -1.81, 1.53], [2.03, 1.02, 2.37], [0.09, -1.07, -4.54], [5.61, 0.17, -0.73], [-7.76, -0.10, 4.17], [10.68, -0.59, -1.44], [-0.99, 1.84, 2.00], [-2.65, 0.01, -5.31], [-5.23, 1.01, -1.31], [-0.58, 5.18, 3.87], [-0.40, 0.70, 1.78], [4.75, 2.69, 3.17], [-4.30, -6.69, 0.43], [7.07, 0.69, -3.07], [-3.49, -1.70, -2.89], [-4.25, -5.30, -2.52], [-5.15, 2.16, 2.05], [-2.77, -4.03, 1.02], [-8.64, -1.43, 2.74], [3.78, 1.03, 4.14], [1.76, 1.34, 3.37], [-3.54, -3.51, -0.50], [0.52, 3.18, -1.07], [7.26, -1.03, -2.77], [-1.92, 0.72, -5.69], [-3.82, 0.55, 0.71], [-6.21, 0.61, 0.12], [5.46, 2.86, 3.98], [5.83, 0.88, 1.28], [-1.05, 3.26, 0.34], [-3.21, -0.72, 2.77], [-4.05, -1.75, 1.61], [-8.69, 0.06, 4.70], [-2.62, -3.91, -0.06], [2.81, 0.22, -0.14], [9.54, -1.71, -1.75], [-3.11, -6.49, -3.16], [7.50, -0.04, -2.39], [5.13, 0.55, 0.52], [7.56, 0.38, 0.99], [7.98, 0.43, -0.01], [-6.61, 0.53, 4.60], [-0.34, -6.87, -1.82], [0.94, -2.73, 0.99], [-1.01, -0.38, 1.75], [-4.22, 2.27, 1.49], [9.00, 0.17, -2.42], [4.97, -0.55, -2.92], [4.61, -0.17, -1.69], [2.58, -0.42, -2.18], [-0.46, -6.09, -1.07], [-1.18, -2.64, -0.35], [-3.37, -1.79, -1.82], [-4.08, -0.79, 2.11], [0.11, -4.31, 0.96], [9.37, -0.06, -3.42], [-3.62, 0.49, -5.26], [3.33, 0.93, 2.11], [1.04, 2.23, -0.95], [3.28, -0.15, -1.41], [-5.37, -0.52, 2.81], [-4.46, -1.25, -3.12], [-3.24, -6.92, 0.36], [-2.35, -5.73, -0.87], [-4.50, 0.80, 4.26], [-1.64, 0.40, -0.25], [9.30, 1.19, -2.18], [0.03, 3.16, -2.05], [-0.02, -6.46, -0.14], [-0.18, 4.34, 1.93]],
  "lowdin_charge": [0.15, -0.01, -0.04, 0.30, -0.31, 0.08, -0.05, -0.33, 0.08, 0.09, 0.12, 0.07, 0.09, 0.04, -0.05, 0.07, 0.09, -0.33, 0.00, 0.05, 0.03, 0.06, 0.85, -0.05, -0.17, -0.16, 0.04, 0.03, 0.07, 0.02, 0.00, -0.13, -0.14, 0.08, -0.10, -0.24, 0.05, 0.15, -0.06, 0.12, 0.10, -0.16, 0.14, 0.08, 0.02, 0.04, -0.06, -0.23, 0.06, 0.08, 0.00, -0.21, 0.12, 0.05, 0.06, -0.10, -0.04, 0.19, -0.22, -0.22, 0.04, 0.09, -0.60, -0.05, 0.03, 0.14, -0.24, 0.03, 0.05, 0.02, 0.12, 0.13, 0.17, 0.00, -0.36, 0.14, 0.06, 1.16, 0.06, 0.10, 0.09, 1.67, 0.08, 0.08, 0.12, -0.58, -0.06, 0.19, 0.04, -0.10, 0.07, 0.12, -0.12, -0.05, 0.03, 0.03, -0.05, -0.24, -0.08, 0.09, -0.17, 0.14, -0.22, 0.89, -0.03, -0.25, 0.02, 0.15, 0.06, 0.00, 0.03, 0.09, -0.33, 0.06, -0.21, 0.76, 0.12, 0.41, 0.14, 0.03, 0.03, -0.37],
  "e_tot_ev": -319249.95484,
  "e_homo_ev": [-15.913, -15.913],
  "charge": 4,
  "homo_lumo_gap_ev": [4.8, 4.8],
  "relative_energy_kcal_mol": 37.9,
  "multiplicity": 1
}